Record 1
Molecular formula: C2H7NO2S
Method: DFT, ωB97M-V with the def2-TZVPD basis set

```
13
C2H7NO2S | the OMol25 dataset | ωB97M-V with the def2-TZVPD basis set
H 1.04552 1.30383 -0.82593
H -0.55737 0.86553 -1.31233
H 0.54075 -0.58497 0.87047
H 1.90617 0.46378 -2.99084
H 0.83020 -0.80265 -2.70569
O -1.28647 -1.38346 3.11992
C 0.57400 0.50240 -1.24663
H 1.12439 -1.50740 -0.55377
S -2.33422 -0.58991 2.41985
N 0.99583 0.25655 -2.62019
H -1.46928 1.05390 3.46080
O -2.06501 1.04442 2.63506
C 0.69550 -0.62202 -0.25072
```

Results
Largest force on an atom (eV/Å): 3.73
Calculated total energy (hartree): -683.67707

***

Record 2
Molecular formula: C25H26N4O4S
Method: DFT, ωB97M-V with the def2-TZVPD basis set

```
60
C25H26N4O4S | the OMol25 dataset | ωB97M-V with the def2-TZVPD basis set
C 2.88999 2.40908 4.74854
C -0.04561 0.36680 2.36008
H 4.36514 -0.59138 0.52206
C -2.83956 0.25382 3.47996
H -6.99766 -0.07311 3.80675
H -1.37788 3.30035 1.99663
H 2.90789 3.46085 4.41430
H 7.04789 0.30264 2.98830
C 4.60769 1.13872 3.45450
C 2.72027 0.40851 1.51250
H -4.42019 -0.84501 4.47477
C -1.27545 -2.78199 3.56815
O -2.23940 -4.69806 4.49730
H 0.45910 -3.46908 4.76858
C 2.32438 0.89804 2.75537
N 0.94377 1.16992 2.90447
H -2.21845 2.29369 -0.11199
C -5.15281 0.18538 2.71763
H 0.70765 0.41138 0.73536
C 0.05323 -2.79659 4.01501
H 6.46030 -1.23294 2.33877
H 0.28411 -1.23941 1.16384
N -2.32789 -3.68722 3.76852
C -4.17047 -0.17718 3.64262
H 1.90885 -0.47321 -0.26666
H 5.35791 1.49501 4.16381
H -1.67264 1.10331 5.10248
C 5.00829 0.33696 2.37566
C -2.49798 0.85402 2.24908
O 2.40312 -2.29649 1.61832
C -1.80500 0.16148 4.55557
H -3.21553 3.48036 0.75073
C 1.77072 0.41325 0.35042
C -3.18560 2.44515 0.37649
H 1.90401 2.22096 5.19006
C -4.81056 1.06431 1.68359
O 2.80102 -3.03431 3.66023
H 1.11676 3.32457 3.10395
H 6.81678 0.09414 1.24022
S -1.62377 -1.80255 2.17590
C 0.02317 -1.04422 2.22726
H -0.81410 0.00879 4.11238
N 2.08794 -2.44168 2.80772
H -5.60154 1.43741 1.03538
C -6.55000 -0.32090 2.84595
C 6.41414 -0.14666 2.22712
H -6.57558 -1.40412 2.74774
H -3.95644 2.40381 -0.39693
H -1.97816 -0.67026 5.24636
N -1.12246 1.16274 2.01780
H 1.83362 1.34435 -0.24988
H 3.64253 2.34253 5.54377
C -0.71120 2.49337 2.23486
C 0.48360 2.49467 2.83074
C 0.79120 -1.93994 3.21790
O -3.39424 -3.35354 3.14252
C 3.25219 1.45344 3.65375
H -7.16893 0.10209 2.06580
C -3.47917 1.43226 1.43833
C 4.06352 -0.01034 1.39122
```

Results
Largest force on an atom (eV/Å): 4.07
Calculated total energy (hartree): -1886.09960

***

Record 3
Molecular formula: C53H52N7P3S2V
Method: DFT, ωB97M-V with the def2-TZVPD basis set

```
118
C53H52N7P3S2V | the OMol25 dataset | ωB97M-V with the def2-TZVPD basis set
N -2.05546 0.05818 -0.97178
C -1.92716 -5.67127 -2.82182
C 0.22852 -3.35374 3.59829
N -1.83335 4.81846 -0.20981
C -2.66008 1.25057 3.90178
C 0.16105 -1.34882 2.21224
H -1.90565 6.26184 1.31202
C 3.25246 -4.02513 0.61832
C -3.67490 -3.21235 2.80554
P -0.35024 -2.58952 -0.69692
H 2.47114 -0.80767 3.34285
H 3.06192 3.70384 -6.04074
C -1.54502 6.14352 0.28729
C 1.42076 -2.69142 -0.22333
C -3.68091 0.26163 -2.51150
H 2.58930 2.10345 -4.20866
C 2.20001 -1.55245 -0.03998
C 4.02772 -2.88605 0.76573
H -2.37213 1.70890 5.97505
H -1.78955 2.49663 -1.07725
H -4.70851 2.44123 6.30865
C 3.89942 0.84432 -2.03121
C 4.17205 -1.19813 -3.24549
C -3.51235 -1.23410 1.44303
H -2.84989 -1.35058 3.47582
H 2.65271 -4.35434 5.72507
N -0.32790 -0.70740 1.36209
C 2.99235 3.08378 -3.99447
H 3.65898 -4.99611 0.86857
H 1.78749 -0.57276 -0.25670
H 0.46022 -5.06210 4.84689
C 0.56521 -4.47286 -2.61891
H -3.09305 3.92565 -1.63454
H 6.18956 -1.77091 -3.66114
N -1.42532 2.52624 -0.13210
C -4.24434 -3.90278 1.74719
C 0.36515 -5.50598 -3.51339
C 0.89716 -4.13109 4.51804
H -4.04119 2.24178 0.01088
H 1.53128 -3.99284 -2.54486
H -5.57767 1.59548 2.21447
C -1.29878 3.69321 0.36748
H -1.04237 -6.88341 -4.35089
N -0.62069 3.84875 1.56893
C -0.88352 -6.09701 -3.62662
H -6.29162 2.42288 4.42402
C -1.71969 -4.65816 -1.90214
C -4.87456 1.62470 3.03481
C -4.02769 1.14602 -0.04758
C -1.65912 -0.60989 -2.08648
H -2.08030 6.86894 -0.32032
C 3.24709 3.44282 -2.67616
H -0.15979 -1.80722 -3.04067
S 0.93914 1.80049 -1.57580
C -3.29149 0.58718 -1.23122
H 4.43611 6.56127 -3.17582
C 0.79461 -2.14231 3.16513
N 0.41964 1.77071 1.64741
C -3.30208 -1.88945 2.65328
S 3.54436 2.79261 0.39929
H -5.05496 0.76845 0.01985
H 2.33493 3.15761 2.57991
C -4.06939 -1.93556 0.37752
C -0.47716 -4.04445 -1.80426
H 2.27007 -0.34383 -2.74733
H 1.29189 1.30104 1.88993
H 5.04119 -2.95604 1.13546
C 3.49167 -1.65005 0.44360
C -4.43106 -3.26124 0.53483
H -2.51867 -4.32492 -1.25262
C 2.69166 -2.53290 4.59782
C 3.75943 4.69319 -2.37988
H -4.21808 -1.45570 -0.57739
H -0.60150 4.77186 1.97511
C 5.54596 -1.04088 -3.19320
C 3.76665 5.23397 -4.71611
H -3.52839 -3.70893 3.75429
H -2.90181 -6.12955 -2.91743
C -2.62863 -0.50589 -3.06180
H 0.42246 -0.58537 -1.86296
C -3.06981 1.69098 5.14799
H -0.71740 -3.66443 3.17969
H 4.08638 -0.75432 0.56352
H 1.18257 -5.84548 -4.13401
H 1.52392 4.62514 2.56789
C -3.56711 1.19260 2.84617
C 2.03827 -1.73769 3.68339
H -1.51396 4.45548 -2.27095
N 1.43365 3.62195 2.64287
H 3.96164 4.95016 -1.34882
C -0.35285 -1.32161 -2.08111
C -2.32224 4.69648 -1.57163
H -2.77545 5.63556 -1.87543
H 5.69344 1.85977 -1.46162
H -0.47670 6.38473 0.24683
P -2.95893 0.48512 1.27957
H -4.86953 -3.79397 -0.29684
H 1.34829 -4.81463 0.05262
H 3.97325 5.93336 -5.51483
C 4.02201 5.58884 -3.40242
P 2.87641 2.21615 -1.36540
C 3.25171 3.98047 -5.01231
C 6.09905 0.05739 -2.55474
H -4.53975 -4.93624 1.86369
H -2.60629 -0.92598 -4.05157
C 3.34437 -0.24926 -2.67551
V -0.85919 0.75032 0.45436
H 3.74330 -2.05415 -3.74596
C -5.27468 2.08867 4.27544
C 5.27723 0.99775 -1.96680
H 7.17087 0.18717 -2.52736
C 1.95722 -3.92483 0.14286
C 2.12938 -3.73103 5.01699
H -1.63383 0.94112 3.71916
H 3.65039 -2.22429 4.98555
C -4.38159 2.10282 5.33557
C 0.44062 3.01753 1.91719
H -4.60998 0.52034 -2.99119
```

Results
Multiplicity: 2
Largest force on an atom (eV/Å): 3.95
Calculated total energy (hartree): -5198.66915

***

Record 4
Molecular formula: C32H40BrCl45FI3NO2PS
Method: DFT, ωB97M-V with the def2-TZVPD basis set

```
127
C32H40BrCl45FI3NO2PS | the OMol25 dataset | ωB97M-V with the def2-TZVPD basis set
Cl -7.64512 -2.40053 11.43048
C 3.01958 -5.07312 4.87117
Cl -2.24511 3.13084 14.35241
H 0.83532 4.69745 1.08989
Cl 2.54797 -4.05714 6.25674
C 1.23892 0.87597 9.73901
C -4.39939 -3.41157 -0.26801
C -2.15090 -1.78571 -0.32714
C -6.16104 -1.52265 10.98163
C 0.36329 2.20229 -1.12530
O 0.11122 -0.62552 0.81763
C 0.92524 -1.51750 -1.30686
H -1.98477 1.18113 0.21309
C 0.14071 -0.78206 5.89025
Cl 1.82446 -6.37710 4.65672
Cl 3.08064 -4.07518 3.39638
C 1.09499 -0.43684 4.56078
I -2.12946 -4.38653 -2.02670
Cl 6.71612 3.04744 -0.61822
H 0.15428 0.18138 6.59218
Cl -2.20807 -0.65749 -10.59072
S 3.71248 0.44103 0.57874
H 4.05473 2.96325 -3.45322
H -0.58701 2.62325 -0.56091
C 7.67916 1.32204 -4.48217
Cl 5.19351 5.47694 -0.12324
P 2.58595 0.13361 2.10315
H -0.98731 -0.94028 5.59468
O 0.82577 0.91043 -0.85963
H -0.90625 -0.08505 -4.75297
Cl -7.38176 -2.59666 -10.70108
Cl 2.19469 -0.43900 -7.95927
Cl -3.73395 -6.31556 -5.18099
H 2.17653 2.86534 0.27860
Cl -0.16787 1.40482 13.27029
H 1.42031 0.67844 4.68891
C -0.93513 0.46414 -3.69022
Cl -4.07564 -7.58648 -2.58604
F -3.17167 1.49619 -4.60613
H 0.62782 4.52810 -3.04210
C 2.54742 3.72441 -1.88401
Cl 1.90636 -2.54390 -0.05189
Cl 7.75479 5.07105 1.19596
H 0.58186 -1.65327 6.53558
H 1.99655 -1.18607 4.62160
H 0.19673 2.53787 -2.26027
H -2.52501 1.39451 -1.34033
C -3.23283 -2.62829 -1.18448
C -1.77350 2.11486 12.96684
Cl 4.41177 1.39238 -8.40158
H -1.32165 -2.58797 -0.01473
H 2.09294 -0.07814 -2.84266
H -1.24255 2.40377 -4.85405
C 1.95531 -1.16640 -2.47693
C -1.45860 -0.45492 -1.08337
C -4.92632 -6.89586 -3.99098
Cl -0.61862 0.90201 -12.46351
H 3.04613 -1.55496 -2.18247
C 1.57419 3.26562 -0.64282
H -2.85360 -0.36720 -2.86712
Cl -2.44387 1.64689 4.59667
Cl 6.85137 0.52586 -3.12001
Cl 8.11635 0.10310 -5.70590
H 0.17805 0.72985 -3.46445
H 0.47100 -2.40113 -3.88241
N -2.39274 0.67572 -0.59734
Cl 4.07008 0.12147 -5.80663
Cl -5.00978 -1.56877 12.34058
Cl 0.50796 -1.48076 -11.23134
C 3.21940 0.81208 -7.21157
Cl -6.46463 -2.68376 -7.94127
Cl -4.66095 -0.18448 5.03898
Cl -4.70422 -3.55545 -10.08749
C 0.11881 -0.24180 -0.56629
H 2.19609 4.50832 -4.10201
C 3.25543 2.49363 -2.70210
Cl -2.78556 0.37598 7.19162
H 1.71589 -1.31562 -4.78812
H 1.47520 5.63902 -0.41087
Cl 5.45114 3.47021 1.96768
H -3.95072 -4.01706 0.62371
I -3.19689 -1.22437 1.56695
Cl -5.94470 -5.53430 -3.45836
Cl 2.32367 0.03806 8.60073
Cl 2.19560 1.55771 11.07863
H 1.95741 5.82126 -2.69152
H 2.37091 -2.91793 -4.04442
H -4.82587 -4.23693 -1.02075
C -5.97342 -2.39220 -9.62898
C 0.19813 -0.77200 3.23703
Br 0.02597 -2.73656 2.96933
Cl -2.96861 0.81088 12.75239
Cl -5.34326 -0.73308 -9.78604
Cl 9.15502 2.12670 -3.89173
Cl 0.04971 -0.28153 10.38755
C -3.63624 1.06660 5.78668
H 3.40380 4.39819 -1.39616
Cl 0.05043 0.90619 -9.63189
H 2.99517 -1.16134 2.66682
Cl 0.38660 2.18969 8.88932
H 2.43509 2.00452 -3.37887
H -0.90322 -0.37391 3.47282
C 1.81121 4.68215 -3.00947
C -1.68574 -0.54327 -2.67774
I -0.07293 2.08197 2.41257
C 1.58466 -2.04584 -3.85286
H -3.86378 -2.06490 -1.98301
H 2.95224 1.12467 3.12429
Cl 2.20102 2.17364 -6.67895
C 0.71478 0.06447 1.86262
H 3.82089 1.74599 -1.99704
H 0.16436 -2.33536 -1.72872
Cl -5.42487 -2.29230 9.55325
C -0.56706 -0.08250 -10.97942
H -1.91205 2.55209 -3.08468
C -1.85216 1.82992 -4.00385
C 0.84591 4.67208 -0.10359
Cl 6.59374 2.53259 -5.21092
Cl -4.65462 2.42816 6.31930
H -1.48629 -1.63803 -3.11230
Cl -6.56442 0.17080 10.60218
H -0.26580 4.77637 -0.47399
C 6.27893 4.26638 0.60551
H -5.31397 -2.73238 -0.01271
Cl -5.95103 -8.14694 -4.73867
Cl 4.62520 -5.78316 5.17462
Cl -1.71243 3.11280 11.49205
```

Results
Largest force on an atom (eV/Å): 4.76
Calculated total energy (hartree): -26463.15186

***

Record 5
Molecular formula: C39H37N6O3V
Method: DFT, ωB97M-V with the def2-TZVPD basis set

```
86
C39H37N6O3V | the OMol25 dataset | ωB97M-V with the def2-TZVPD basis set
H -2.16780 -4.95599 -4.75848
C -0.90488 0.02354 -4.56612
C 0.40390 -2.85335 3.53280
C -1.39360 0.06166 2.88978
H 2.23834 7.41502 0.03443
C -0.34739 1.29928 -4.53378
N -1.71698 -2.82823 -1.59708
C 0.59853 3.93580 -4.27088
H -2.10740 0.78728 2.48812
C 1.88721 6.41507 0.24908
C -0.66240 -3.49016 -2.14342
H -3.61038 -1.12987 1.44947
H 0.36566 2.80185 -1.21898
C -0.77325 -4.23101 -3.29090
H 3.81682 -0.22595 1.39248
H 1.92289 0.79116 4.90917
H 2.57568 0.63794 0.47015
O 2.70726 2.90869 -0.54489
H -0.38107 4.05525 -4.73420
C -0.73847 -0.20506 -2.11373
N -0.17884 0.32813 0.77858
C -2.92689 -2.93853 -2.15112
H 2.30028 -4.34153 2.02503
C 1.04957 0.37430 2.95892
H 0.32041 2.39163 2.09778
H -4.11082 -3.84395 -3.69023
V -0.95676 -1.28776 -0.31332
C 0.83441 -3.13385 1.02645
H -2.43322 -2.02959 4.87027
C 2.29427 -4.62218 -0.11462
O 2.32564 0.49141 2.54226
H 4.64203 3.59642 -0.89100
H -0.12401 -2.68340 5.54948
C 0.82344 6.21949 1.11686
N 0.09758 1.85225 -0.99074
C 1.57682 -4.41118 -1.28365
H -3.96735 -0.84992 3.14292
H 1.78085 -4.99191 -2.17151
C -0.00260 -2.62420 2.15409
C 0.16314 1.54159 0.29494
H 3.56024 3.59689 -2.31202
C 0.98992 0.52077 4.43273
C 2.74890 -0.05412 1.29286
H 3.36880 5.50247 -0.98876
C -3.40236 -1.48764 2.46220
C 2.52332 5.33126 -0.34056
H -4.99847 -2.59309 -1.70369
C -0.01006 1.82899 -3.31372
C -2.03743 -4.36278 -3.86329
C 1.00946 3.83675 0.77357
O 0.51136 3.07665 -3.13186
H -4.06279 -1.14356 -2.06853
C -3.11724 -3.74072 -3.27660
H 0.94859 4.89412 -3.90083
H -2.25531 0.37073 4.89218
C 1.86711 -4.04578 1.08138
C -1.38174 -0.09171 4.43578
H -3.88443 -1.95868 -0.50010
H 0.32752 7.05811 1.58378
C -0.12731 0.34309 5.12414
C -1.92810 -1.41003 2.77273
H 1.31317 -3.40264 3.72777
H -0.45831 4.75650 2.01793
C -4.02971 -2.11563 -1.56926
H -0.13594 0.47178 6.19932
C -1.08740 -0.68866 -3.40552
C -0.21519 1.08838 -2.12460
C 3.83657 3.06625 -1.39956
H 2.24399 -1.00496 1.10302
H -1.20084 -0.40539 -5.51438
N 0.53965 2.53595 1.12299
C -1.60545 -1.63649 4.27856
N -1.13274 -2.12231 1.77643
H 0.08856 -4.72111 -3.72062
C -0.06952 0.25173 2.22477
C 2.10514 4.03203 -0.06644
H 4.16237 2.06255 -1.65429
H -1.52934 -1.65759 -3.53734
H -0.19674 1.85573 -5.44549
H -3.77820 -2.50746 2.55671
C -0.37989 -2.44087 4.52456
H 1.30980 3.53700 -4.99538
N 0.31763 -2.77229 -0.15243
C 0.52741 -3.50880 -1.24721
H 3.11646 -5.32513 -0.10854
C 0.38796 4.92960 1.36314
```

Results
Multiplicity: 3
Total charge: +2
Largest force on an atom (eV/Å): 1.33
Calculated total energy (hartree): -3006.11659

***

Record 6
Molecular formula: H22O11
Method: DFT, ωB97M-V with the def2-TZVPD basis set

```
33
H22O11 | the OMol25 dataset | ωB97M-V with the def2-TZVPD basis set
H 0.23698 -1.77356 1.97261
H 0.28890 -2.91968 -0.24367
O 1.13630 -0.12400 2.77308
O -2.05793 2.16166 0.11357
O -1.67225 0.82347 -2.77537
H -1.20559 -0.00823 -2.90429
H -0.44409 -3.12258 2.12477
H 1.72587 0.91758 -3.10040
H -2.81402 1.85436 -0.39704
H -1.22072 1.45010 -3.35159
O 1.34518 3.65098 0.28038
O -2.26719 -1.82726 -0.98880
H 2.30533 0.72234 1.50680
H 1.30006 2.68734 0.33973
O 1.59849 1.53083 -2.36831
H 1.75606 -0.67501 3.26925
H 0.69353 -0.52188 0.15850
H -1.60125 -0.17108 1.56960
H 0.79502 -4.00595 -1.24407
H -1.45651 1.40582 0.12384
O 2.75613 1.21269 0.79678
O -2.11796 -0.83107 2.04878
O -0.07534 -0.03361 -0.15182
H 0.43686 0.08707 3.40429
H 3.33449 0.57143 0.37180
O 0.21548 -2.66124 1.59651
H 0.42911 3.94673 0.31592
H -1.72183 -1.97910 -1.76541
H 0.25684 0.50678 -0.88573
O 0.53388 -3.08485 -1.16934
H 2.33885 2.14447 -2.42575
H -2.94749 -0.87705 1.56106
H -1.88122 -1.05749 -0.55569
```

Results
Largest force on an atom (eV/Å): 0.53
Calculated total energy (hartree): -840.83495

***

Record 7
Molecular formula: C2HNO4
Method: DFT, ωB97M-V with the def2-TZVPD basis set

```
8
C2HNO4 | the OMol25 dataset | ωB97M-V with the def2-TZVPD basis set
C 0.19040 1.23095 0.40509
O 1.00062 2.08522 0.57139
O -1.76030 -3.64246 -0.50417
O -2.10444 0.81549 0.36236
H 0.42374 0.01667 0.21470
N -1.05117 1.25212 0.10446
C -1.08503 -2.75787 -0.21262
O -0.42901 -1.90864 0.16319
```

Results
Largest force on an atom (eV/Å): 5.18
Calculated total energy (hartree): -432.40624

***

Record 8
Molecular formula: CH2FNO3
Method: DFT, ωB97M-V with the def2-TZVPD basis set

```
8
CH2FNO3 | the OMol25 dataset | ωB97M-V with the def2-TZVPD basis set
N -0.71883 -0.66073 -0.00953
C 0.63332 -0.03547 -0.10468
F -0.34633 2.11123 0.21728
O 0.74330 1.17614 0.57760
H 1.24402 -0.72847 0.56803
O -1.68424 -0.00008 0.14936
O -0.71309 -1.87098 -0.12349
H 0.84185 0.00835 -1.27457
```

Results
Multiplicity: 3
Largest force on an atom (eV/Å): 9.41
Calculated total energy (hartree): -419.28118